Record 1
This record from the Open Molecules 2025 dataset describes a molecular structure, C24H36BrGeN3O10SeV. The level of theory is wB97M-V/def2-TZVPD.

Values from the calculation:
2S+1 = 4
Relative energy (zero: lowest compared OMol25 entry of this formula, charge and spin) = 6.8 kcal/mol
HOMO-LUMO gap (alpha / beta) = 8.944 / 6.585 eV
M = 808.98 Da
Highest occupied orbital energy (alpha / beta) = -9.2 / -9.2 eV
Strongest force on any atom = 0.739 eV Å⁻¹

The geometry in XYZ format:
```
77
C24H36BrGeN3O10SeV wB97M-V/def2-TZVPD
V 0.02223 -0.00908 -0.16222
C -2.29012 3.04636 -0.95626
C -2.92591 1.67512 -0.81851
C -3.14876 0.99898 -2.16406
C -4.24884 1.76696 -0.07061
O -1.99924 0.85515 -0.03420
Ge -2.44834 0.05303 1.53488
O -0.67094 -0.19049 1.87968
C -0.09874 0.33653 3.14527
C -0.25153 1.84843 3.15408
C 1.35782 -0.08186 3.20383
C -0.85580 -0.30458 4.29718
O -3.26224 -1.36268 0.88535
C -3.60640 -2.61770 1.52488
C -5.01106 -2.48257 2.09197
C -3.55473 -3.63453 0.39328
C -2.59840 -2.96593 2.60342
H -2.92988 3.69556 -1.55682
H -2.14636 3.50504 0.02315
H -1.31896 2.97371 -1.43925
H -3.96660 1.49160 -2.69181
H -2.26304 1.05660 -2.79212
H -3.41194 -0.04921 -2.01472
H -4.94159 2.39626 -0.62969
H -4.70530 0.78052 0.04340
H -4.11688 2.22678 0.91390
H 0.25026 2.29838 2.29884
H -1.30950 2.13655 3.14640
H 0.19248 2.25318 4.06444
H 1.95203 0.41072 2.43958
H 1.75225 0.20647 4.17988
H 1.45257 -1.15953 3.07874
H -1.92210 -0.05292 4.26928
H -0.74599 -1.38746 4.27123
H -0.45937 0.06667 5.24241
H -5.71134 -2.19710 1.30636
H -5.33985 -3.42847 2.52438
H -5.03760 -1.72189 2.87620
H -4.25026 -3.35473 -0.39873
H -2.54815 -3.67802 -0.02136
H -3.82795 -4.62207 0.76794
H -2.66608 -2.25751 3.43297
H -2.81520 -3.95654 3.00602
H -1.57971 -2.97390 2.20846
Br 3.53591 -0.97944 -3.73901
C 3.95113 -0.22981 -2.03732
C 5.16337 -0.55568 -1.44711
C 5.43966 0.02500 -0.22224
C 4.50613 0.87022 0.35837
C 3.31124 1.07826 -0.30950
N 3.04648 0.54793 -1.50164
C 2.24010 1.90744 0.36630
O 2.57644 2.75108 1.17286
O 0.98870 1.66866 0.05574
H 5.85000 -1.23434 -1.92989
H 6.37430 -0.19013 0.27907
H 4.67148 1.34804 1.31229
N 0.23545 -3.02023 -4.76413
C -0.10346 -1.84603 -5.35864
O -0.47902 -1.75568 -6.51079
C 0.01776 -0.63488 -4.48207
C 0.28629 0.60255 -5.04497
C 0.50758 1.67602 -4.19842
C 0.44714 1.47873 -2.83186
N 0.11079 0.30244 -2.28748
C -0.09369 -0.73133 -3.10823
H 0.25125 -3.83760 -5.35090
H 0.78158 -3.03754 -3.91590
H 0.34324 0.69456 -6.12167
H 0.76064 2.65463 -4.58062
H 0.66964 2.27538 -2.13939
H -0.34102 -1.66874 -2.62981
O 1.61386 -1.07530 0.40599
Se 0.90977 -2.56643 0.02800
O 0.61825 -3.44213 1.34305
O -0.53871 -1.84915 -0.53296
O 1.64895 -3.30293 -1.19228
```

Löwdin population analysis, charges in e, atoms 1 to 6:
1. V 0.99
2. C 0.00
3. C -0.63
4. C 0.00
5. C -0.06
6. O -0.31

---

Record 2
This record from the Open Molecules 2025 dataset describes a molecular structure, C49H48As2ClHfIN7O9S in a non-equilibrium geometry. The level of theory is wB97M-V/def2-TZVPD.

Values from the calculation:
Relative energy (zero: lowest compared OMol25 entry of this formula, charge and spin) = 36.3 kcal/mol
HOMO-LUMO gap = 5.361 eV
M = 1401.72 Da
Charge = +3
Highest occupied orbital energy = -13.6 eV
Strongest force on any atom = 3.253 eV Å⁻¹

The geometry in XYZ format:
```
119
C49H48As2ClHfIN7O9S wB97M-V/def2-TZVPD
Hf 0.01603 1.12108 1.39540
C 2.50804 3.25470 2.01918
C 3.19483 2.13503 2.76893
C 3.50470 1.04471 1.75670
C 4.81787 0.71227 1.40111
C 5.02464 -0.20902 0.36930
C 3.92421 -0.81428 -0.21151
C 2.68072 -0.48282 0.25150
N 2.40974 0.51137 1.13293
N 0.98303 3.12377 1.96724
C 0.41817 4.18590 1.02524
C 0.89092 3.72037 -0.34952
C 1.32477 4.61441 -1.27953
C 1.93536 4.19912 -2.48824
C 2.01469 2.84026 -2.61286
C 1.61008 1.95289 -1.62585
N 0.92826 2.41022 -0.54871
C 0.53288 3.57773 3.28898
C -1.01682 3.51452 3.33926
C -1.82483 4.54445 3.83137
C -3.18253 4.40092 3.65981
C -3.74862 3.32057 3.02551
C -2.85000 2.38857 2.42976
N -1.53441 2.53142 2.60120
H 2.84833 3.44428 0.99215
H 2.67900 4.18453 2.60438
H 2.51946 1.67434 3.59395
H 4.16652 2.45869 3.22732
H 5.66458 1.23972 1.78402
H 5.99546 -0.52050 0.01463
H 3.99316 -1.58943 -0.91695
H 1.81914 -1.10858 -0.05079
H 0.86901 5.10518 1.28089
H -0.68142 4.26616 1.07394
H 1.26463 5.67248 -1.01565
H 2.23593 4.89480 -3.30594
H 2.35379 2.33678 -3.51061
H 1.82218 0.87992 -1.71923
H 0.87557 4.66433 3.49011
H 0.95659 2.93089 3.96140
H -1.31604 5.29033 4.36464
H -3.84535 5.11702 4.10055
H -4.83845 3.15873 3.09028
H -3.32951 1.58345 1.89730
Cl -3.01717 -2.79910 6.55611
C -1.96178 -1.74607 5.61446
C -0.77913 -1.21374 6.14880
C 0.04743 -0.28147 5.50093
I 1.71170 0.62282 6.44484
C -0.24621 -0.07585 4.12937
O 0.53805 0.44965 3.20971
C -1.47501 -0.61113 3.53353
N -1.68709 -0.31805 2.22182
C -2.73699 -0.86273 1.67271
C -3.76948 -1.59589 2.38662
C -3.54565 -1.83342 3.71625
C -2.30887 -1.44325 4.29021
H -0.45926 -1.54903 7.10629
H -2.97323 -0.68893 0.64819
H -4.68982 -1.84117 1.93295
H -4.12072 -2.38973 4.39874
C -1.72042 -5.49312 1.50442
O -0.58423 -4.65864 1.28391
C -0.57783 -3.46398 0.70160
O 0.33188 -2.70528 1.01701
C -1.57208 -2.88721 -0.35225
C -2.53092 -3.47985 -1.07120
As -3.89499 -2.41797 -2.14677
C -3.72615 -3.27275 -3.93037
C -3.09406 -0.65218 -2.45928
C -2.26075 -0.04829 -1.60007
As -0.83831 -1.09481 -0.76776
C 0.07922 -1.68335 -2.41364
C -2.24030 1.38842 -1.20846
O -1.63110 1.78703 -0.15623
O -2.91096 2.21703 -1.97726
C -2.56033 3.63122 -1.85686
C -3.68019 0.17882 -3.69943
O -2.97179 0.71614 -4.49683
O -5.03387 0.06953 -3.64166
C -5.79540 0.58562 -4.79695
C -2.86754 -4.92218 -1.02444
O -2.06805 -5.76855 -1.30973
O -4.19819 -5.02444 -0.78024
C -4.73246 -6.35891 -0.45178
H -1.65485 -5.65856 2.58620
H -1.61920 -6.43020 0.95867
H -2.56427 -4.96081 1.21544
H -2.95081 -4.03927 -4.04074
H -3.45372 -2.56138 -4.68720
H -4.67054 -3.58754 -4.25972
H 0.61921 -0.90790 -2.98400
H -0.77187 -2.07490 -2.92253
H 0.75187 -2.49845 -2.15752
H -2.67154 3.98244 -0.84235
H -3.10292 4.08183 -2.65761
H -1.51822 3.73702 -2.10617
H -5.13716 0.57889 -5.70042
H -5.99951 1.62406 -4.53587
H -6.64364 -0.00557 -4.94164
H -4.02101 -6.87211 0.12007
H -4.83554 -6.90986 -1.42332
H -5.68728 -6.12082 -0.00062
N 8.57153 1.26627 -1.76364
C 7.65534 0.35283 -2.11136
N 6.53295 0.71938 -2.63404
C 5.83942 -0.44539 -2.95700
C 4.60951 -0.39059 -3.65207
C 4.05401 -1.61526 -3.96696
C 4.66899 -2.83807 -3.67938
C 5.86993 -2.87416 -3.00819
C 6.42339 -1.65713 -2.60479
S 8.00996 -1.34680 -1.91351
H 8.28394 2.18386 -2.11141
H 9.51223 1.03798 -2.07197
H 4.22725 0.60375 -3.91171
H 3.08040 -1.61083 -4.48801
H 4.11667 -3.70792 -3.92770
H 6.41323 -3.80127 -2.79973
```

Löwdin population analysis, charges in e, atoms 1 to 6:
1. Hf 1.78
2. C -0.12
3. C -0.10
4. C -0.24
5. C 0.04
6. C 0.02

---

Record 3
This record from the Open Molecules 2025 dataset describes 6 unconnected molecules or ions with the total composition C25H65N3O8 in a non-equilibrium geometry. The level of theory is wB97M-V/def2-TZVPD.

Values from the calculation:
Relative energy (zero: lowest compared OMol25 entry of this formula, charge and spin) = 0.0 kcal/mol
SMILES = COC[C@H](C)N.COCCNCCOC.COCCNCCOC.CC(C)O.CC(C)O.CC(C)O
HOMO-LUMO gap = 9.499 eV
M = 535.81 Da
Highest occupied orbital energy = -8.8 eV
Strongest force on any atom = 1.579 eV Å⁻¹

The geometry in XYZ format:
```
101
C25H65N3O8 wB97M-V/def2-TZVPD
C -18.41905 -12.02097 -4.68775
O -18.83569 -11.50200 -3.44485
C -20.04410 -10.79150 -3.54223
C -20.53919 -10.46172 -2.14161
C -21.71102 -9.48630 -2.17791
N -19.51057 -9.95369 -1.21855
H -18.41951 -11.24260 -5.46368
H -19.14451 -12.76161 -5.06504
H -17.45097 -12.48678 -4.54265
H -19.91171 -9.82773 -4.06015
H -20.78903 -11.41820 -4.04917
H -20.92870 -11.34983 -1.62928
H -22.46199 -9.79686 -2.91391
H -21.39521 -8.49037 -2.49470
H -22.22020 -9.45152 -1.21897
H -19.04852 -9.14663 -1.63780
H -18.75272 -10.63035 -1.18335
C -20.29480 1.98663 0.35521
O -19.73647 0.70866 0.32555
C -20.52336 -0.25431 -0.35637
C -19.94240 -1.61553 -0.05607
N -18.74914 -1.96957 -0.81729
C -19.00989 -2.22047 -2.22319
C -17.77283 -2.08349 -3.06164
O -17.27123 -0.76410 -3.02715
C -16.98473 -0.22415 -4.29994
H -19.85466 2.55592 1.17238
H -21.38477 1.96291 0.49606
H -20.11482 2.54799 -0.57551
H -20.49843 -0.03877 -1.43641
H -21.58068 -0.17721 -0.06584
H -20.70508 -2.38877 -0.17883
H -19.69235 -1.61830 1.00814
H -18.14930 -1.14642 -0.78212
H -19.82380 -1.63078 -2.67991
H -19.38184 -3.24527 -2.38516
H -18.03299 -2.37998 -4.09126
H -16.97402 -2.79752 -2.82583
H -16.76352 0.83359 -4.16784
H -17.84109 -0.31768 -4.97416
H -16.10124 -0.70977 -4.72970
C -14.14033 -3.29302 -2.11644
O -13.93132 -4.29826 -3.07563
C -13.39806 -5.48053 -2.55087
C -13.42591 -6.52892 -3.65203
N -13.31602 -7.88933 -3.14397
C -12.99383 -8.80639 -4.21874
C -12.73095 -10.19786 -3.64541
O -12.39901 -11.17368 -4.59433
C -13.47007 -11.67596 -5.36346
H -14.82316 -2.57116 -2.55256
H -13.21377 -2.81683 -1.77484
H -14.58515 -3.72681 -1.20978
H -14.02023 -5.82276 -1.70574
H -12.37720 -5.37011 -2.15925
H -12.60262 -6.25657 -4.33685
H -14.33023 -6.39648 -4.24820
H -12.58705 -7.91474 -2.43822
H -12.10312 -8.50367 -4.78943
H -13.82475 -8.83695 -4.92975
H -13.57121 -10.52009 -3.01657
H -11.84358 -10.12361 -3.00859
H -13.74364 -12.66212 -4.97186
H -13.11711 -11.85874 -6.38136
H -14.34481 -11.02503 -5.42216
C -14.10775 -8.57973 -8.35574
C -15.47261 -8.66118 -9.00548
C -16.36348 -9.68112 -8.30754
O -16.06456 -7.35357 -8.95191
H -14.12704 -8.21336 -7.32805
H -13.41209 -7.96754 -8.93056
H -13.67484 -9.58412 -8.30004
H -15.37442 -8.93567 -10.05859
H -15.81210 -10.60937 -8.15344
H -17.13438 -9.97850 -9.03233
H -16.89167 -9.30825 -7.43514
H -16.43154 -7.13245 -9.81056
C -21.75629 -5.38532 -1.74664
C -23.19233 -5.49705 -1.28235
C -23.96654 -4.20126 -1.42716
O -23.79451 -6.52882 -2.07031
H -21.65365 -5.04241 -2.77392
H -21.31131 -6.38200 -1.69742
H -21.21165 -4.80333 -1.00294
H -23.20120 -5.82836 -0.23641
H -23.93860 -3.85033 -2.46139
H -23.62546 -3.40460 -0.76267
H -25.02737 -4.33732 -1.18586
H -24.71112 -6.66202 -1.81188
C -17.00707 -8.37841 -4.16789
C -17.10829 -7.16236 -3.26600
C -18.51202 -6.60467 -3.13000
O -16.65379 -7.50873 -1.96682
H -17.10455 -8.14548 -5.22962
H -17.69231 -9.18152 -3.88401
H -16.01335 -8.81406 -4.00438
H -16.51033 -6.37730 -3.75034
H -19.25882 -7.33918 -2.83437
H -18.79944 -6.10696 -4.06110
H -18.51994 -5.80313 -2.38595
H -15.69354 -7.60381 -1.99394
```

Löwdin population analysis, charges in e, atoms 1 to 6:
1. C -0.11
2. O -0.20
3. C -0.23
4. C -0.44
5. C -0.07
6. N 0.06